Entry 1:
Here is a molecular structure, C34H52CoN5OPS5 from OMol25. Energies are from wB97M-V/def2-TZVPD.

Results
total charge: +2
energy above the lowest of the compared OMol25 structures with the same formula, charge and spin: 3.9 kcal/mol
LUMO level (spin up / spin down): -5.58 / -4.58 eV
highest occupied orbital energy (spin up / spin down): -0.4565 / -0.4565 Ha
multiplicity: 2
<S²>: 0.7694

Atoms and positions in Å:
Co  0.08  -0.95  0.37
C  -1.25  0.15  3.28
C  -0.52  1.44  2.94
S  0.80  1.30  1.69
C  2.20  0.78  2.69
C  2.09  -0.62  3.29
S  1.69  -1.82  1.99
C  0.83  -3.10  2.93
C  0.31  -4.15  1.96
S  -0.61  -3.49  0.56
C  -2.29  -3.27  1.20
C  -2.46  -2.22  2.29
S  -1.81  -0.61  1.74
H  -2.12  0.37  3.90
H  -0.62  -0.56  3.82
H  -0.10  1.89  3.84
H  -1.22  2.17  2.52
H  2.38  1.51  3.48
H  3.05  0.83  2.02
H  1.32  -0.67  4.06
H  3.04  -0.90  3.75
H  0.02  -2.63  3.49
H  1.52  -3.55  3.64
H  -0.28  -4.90  2.48
H  1.16  -4.67  1.50
H  -2.67  -4.23  1.56
H  -2.88  -3.01  0.32
H  -1.97  -2.50  3.21
H  -3.53  -2.09  2.50
C  3.35  -0.34  -0.49
P  1.83  -1.11  -1.12
C  2.31  -2.86  -1.33
C  1.74  -0.52  -2.83
C  2.39  0.66  -3.21
C  2.40  1.05  -4.54
C  1.77  0.28  -5.50
C  1.12  -0.89  -5.13
C  1.11  -1.29  -3.80
H  3.18  0.73  -0.32
H  4.15  -0.44  -1.24
H  3.68  -0.82  0.42
H  3.08  -2.93  -2.10
H  1.46  -3.46  -1.63
H  2.71  -3.25  -0.40
H  2.88  1.28  -2.48
H  2.91  1.96  -4.82
H  1.80  0.58  -6.54
H  0.63  -1.50  -5.88
H  0.64  -2.23  -3.55
C  -0.76  1.12  -8.11
C  -1.75  1.39  -7.01
C  -1.37  1.96  -5.81
C  -2.29  2.24  -4.81
C  -3.63  1.94  -5.00
N  -4.64  2.25  -4.05
C  -4.55  2.52  -2.72
O  -5.31  3.25  -2.14
N  -3.51  1.91  -1.98
C  -2.91  0.67  -2.10
C  -3.21  -0.32  -3.03
C  -2.48  -1.50  -2.98
C  -1.51  -1.69  -2.03
N  -1.24  -0.75  -1.10
C  -1.92  0.39  -1.16
C  -4.03  1.35  -6.19
C  -3.10  1.08  -7.19
H  0.19  1.60  -7.91
H  -1.13  1.49  -9.06
H  -0.59  0.04  -8.23
H  -0.33  2.21  -5.64
H  -1.95  2.72  -3.90
H  -5.50  2.63  -4.44
H  -3.53  2.29  -1.04
H  -3.99  -0.19  -3.76
H  -2.68  -2.29  -3.69
H  -0.94  -2.61  -1.97
H  -1.67  1.15  -0.43
H  -5.08  1.11  -6.35
H  -3.44  0.65  -8.12
C  0.18  6.25  1.77
C  0.51  6.12  0.30
N  0.58  4.74  -0.16
C  -0.24  4.02  -0.94
S  0.32  2.56  -1.62
N  -1.49  4.42  -1.24
C  -2.38  5.43  -0.66
C  -2.65  6.58  -1.61
H  0.16  7.30  2.07
H  0.94  5.75  2.38
H  -0.78  5.81  2.02
H  1.49  6.56  0.10
H  -0.19  6.67  -0.33
H  1.45  4.26  0.00
H  -1.90  3.84  -1.95
H  -1.96  5.78  0.28
H  -3.31  4.93  -0.41
H  -1.74  7.13  -1.86
H  -3.36  7.28  -1.16
H  -3.09  6.22  -2.54

***

Entry 2:
Here is a molecular structure, C34H52N2OPTi at a distorted geometry from OMol25. Energies are from wB97M-V/def2-TZVPD.

Results
total charge: 0
energy above the lowest of the compared OMol25 structures with the same formula, charge and spin: 0.0 kcal/mol
LUMO level (spin up / spin down): 0.61 / 0.57 eV
highest occupied orbital energy (spin up / spin down): -0.2366 / -0.2423 Ha
multiplicity: 2
<S²>: 0.7550

Atoms and positions in Å:
C  -1.02  1.04  1.80
C  -1.76  1.78  0.84
C  -2.55  0.86  0.09
H  -1.79  2.86  0.79
C  -2.25  -0.47  0.55
C  -1.35  -0.35  1.64
H  -2.71  -1.40  0.21
C  1.54  1.62  -1.64
C  0.65  2.58  -1.07
C  -0.63  2.37  -1.65
H  0.93  3.40  -0.40
C  -0.56  1.21  -2.51
C  0.80  0.74  -2.47
H  -3.35  1.13  -0.59
H  -1.06  -1.16  2.31
H  -0.41  1.48  2.57
H  1.21  -0.08  -3.06
H  -1.49  3.04  -1.55
H  2.63  1.62  -1.56
Ti  -0.23  0.42  -0.37
C  -1.62  0.62  -3.42
C  -0.91  0.25  -4.74
C  -2.75  1.63  -3.69
H  -0.31  1.11  -5.08
H  -1.63  -0.02  -5.51
H  -0.23  -0.59  -4.58
H  -2.34  2.59  -4.06
H  -3.34  1.84  -2.79
H  -3.42  1.20  -4.45
C  -2.24  -0.61  -2.67
C  -2.94  -1.63  -3.55
H  -2.99  -0.27  -1.93
H  -1.46  -1.19  -2.12
O  -2.38  -2.04  -4.56
N  -4.22  -2.06  -3.17
C  -4.62  -2.33  -1.77
H  -4.55  -2.74  -3.84
C  -5.37  -1.18  -1.14
C  -5.67  -1.22  0.23
H  -5.35  -2.09  0.81
C  -6.37  -0.18  0.83
H  -6.59  -0.21  1.90
C  -6.79  0.91  0.06
H  -7.34  1.73  0.52
C  -6.51  0.96  -1.31
H  -6.83  1.79  -1.93
C  -5.82  -0.10  -1.91
H  -5.64  -0.13  -2.99
H  -3.74  -2.61  -1.15
H  -5.28  -3.21  -1.79
C  4.10  2.11  0.66
C  3.35  1.49  1.85
C  4.34  1.42  3.04
C  2.20  2.45  2.19
P  2.64  -0.23  1.45
N  1.28  -0.08  0.53
C  3.87  -1.27  0.47
C  5.30  -1.09  1.01
C  3.46  -2.75  0.52
C  3.83  -0.86  -1.00
C  2.24  -1.13  3.06
C  1.52  -0.18  4.03
C  1.30  -2.31  2.76
C  3.51  -1.68  3.75
H  4.53  3.07  1.00
H  3.42  2.34  -0.16
H  4.93  1.50  0.29
H  4.77  2.43  3.16
H  3.86  1.15  3.98
H  5.18  0.74  2.84
H  1.44  2.43  1.40
H  1.73  2.22  3.15
H  2.60  3.47  2.26
H  5.40  -1.39  2.06
H  5.96  -1.76  0.43
H  5.69  -0.08  0.89
H  2.42  -2.89  0.22
H  4.09  -3.30  -0.20
H  3.63  -3.21  1.50
H  2.82  -0.96  -1.41
H  4.17  0.16  -1.18
H  4.49  -1.53  -1.57
H  0.62  0.25  3.58
H  1.21  -0.76  4.91
H  2.17  0.62  4.41
H  1.83  -3.20  2.41
H  0.78  -2.59  3.69
H  0.55  -2.04  2.01
H  4.01  -2.46  3.17
H  4.24  -0.90  3.99
H  3.20  -2.13  4.70